This record from the OMol25 dataset describes the molecule C8H10S at a distorted geometry. The level of theory is ωB97M-V with the def2-TZVPD basis set.

As for the multiplicity: 1. As for the total energy: -708.764471 Ha.

CARTESIAN COORDINATES (ANGSTROEM)
C1 2.1945 -0.1597 -0.0233
C2 2.3958 1.1281 -0.3856
C3 1.2052 -0.7839 0.5793
C4 1.4930 2.1005 -0.4978
C5 -0.0041 -0.1054 1.2721
C6 -1.7491 0.0082 -0.7181
C7 -0.8314 0.6086 0.2835
C8 -2.3785 -1.3703 -0.5100
S1 -2.3330 1.3932 0.3218
H1 3.0643 -0.8357 -0.2206
H2 3.4799 1.3939 -0.4744
H3 1.4670 -1.7225 0.8205
H4 1.3570 3.0594 -0.9719
H5 -0.5924 -0.8207 1.7542
H6 0.1359 0.6495 2.0099
H7 -1.5684 0.2748 -1.7508
H8 -1.3240 -1.9349 -0.4757
H9 -3.0449 -1.5610 -1.3920
H10 -2.9668 -1.3222 0.3790